Entry 1:
One molecule with the formula C4H10N2. Source: the Open Molecules 2025 dataset; level of theory: the ωB97M-V functional and the def2-TZVPD basis.

E_HOMO = -8.8030 eV
SMILES = [H]/N=C/NCCC
Gap between HOMO and LUMO = 9.9 eV

Structure (ORCA input):
```
! wB97M-V def2-TZVPD RIJCOSX def2/J DEFGRID3
* xyz 0 1
N 2.714 0.614 -0.815
N 0.663 -0.417 -0.958
C -1.384 1.147 0.704
C 1.912 -0.289 -0.433
C -0.635 -0.947 -0.514
C -1.088 -0.320 0.815
H -0.519 -2.028 -0.373
H -2.436 1.423 0.545
H -0.265 -0.506 1.523
H -1.846 -0.964 1.282
H -1.037 1.526 -0.268
H -0.904 1.754 1.471
H 0.416 0.316 -1.603
H 2.182 -0.967 0.378
H -1.437 -0.797 -1.243
H 3.664 0.456 -0.511
*
```

Entry 2:
One molecule with the formula C4H10N2. Source: the Open Molecules 2025 dataset; level of theory: the ωB97M-V functional and the def2-TZVPD basis.

E_HOMO = -8.6441 eV
SMILES = NC/C=C/CN
Gap between HOMO and LUMO = 9.8 eV

Structure (ORCA input):
```
! wB97M-V def2-TZVPD RIJCOSX def2/J DEFGRID3
* xyz 0 1
N -2.794 0.454 0.281
N 2.529 0.678 -0.351
C 0.683 -0.665 -0.132
C 2.009 -0.432 0.441
C -0.340 -0.007 0.143
C -1.770 -0.407 -0.343
H 1.880 1.462 -0.329
H 3.451 1.020 -0.054
H -3.040 1.388 -0.108
H -0.371 0.782 0.801
H -2.042 -1.526 -0.271
H 0.604 -0.966 -1.166
H -1.797 -0.031 -1.335
H 2.571 -1.314 0.248
H 2.059 -0.366 1.646
H -3.632 -0.068 0.529
*
```

Entry 3:
A 2-piece molecular cluster, C4H10N2 overall. Source: the Open Molecules 2025 dataset; level of theory: the ωB97M-V functional and the def2-TZVPD basis.

E_HOMO = -8.3239 eV
SMILES = C=NNC.C=C
Gap between HOMO and LUMO = 9.5 eV

Structure (ORCA input):
```
! wB97M-V def2-TZVPD RIJCOSX def2/J DEFGRID3
* xyz 0 1
N 1.495 1.005 -0.923
N 0.737 1.009 0.178
C -0.446 1.818 0.125
C 2.303 0.056 -1.148
C -0.672 -1.764 0.711
C -1.849 -1.240 0.385
H -1.322 1.190 -0.180
H -2.216 -1.258 -0.629
H 2.414 -0.815 -0.497
H -0.286 2.630 -0.580
H -0.042 -2.234 -0.029
H -0.656 2.228 1.115
H 0.571 0.074 0.635
H 2.896 0.105 -2.043
H -0.379 -1.896 1.742
H -2.547 -0.907 1.138
*
```

Entry 4:
One molecule with the formula C4H10N2. Source: the Open Molecules 2025 dataset; level of theory: the ωB97M-V functional and the def2-TZVPD basis.

E_HOMO = -7.6415 eV
SMILES = C=NN(C)CC
Gap between HOMO and LUMO = 8.8 eV

Structure (ORCA input):
```
! wB97M-V def2-TZVPD RIJCOSX def2/J DEFGRID3
* xyz 0 1
N 0.248 0.315 -0.057
N -0.410 0.281 -1.246
C -0.586 0.016 1.125
C -0.431 1.335 -1.896
C 1.518 -0.279 -0.053
C -0.536 -1.409 1.739
H -1.597 0.158 0.785
H 1.623 -1.358 -0.352
H -0.895 1.202 -2.817
H 0.416 -1.817 1.891
H -0.144 2.348 -1.705
H 2.043 -0.113 0.926
H -0.979 -1.349 2.673
H -0.273 0.674 2.064
H 2.188 0.187 -0.854
H -1.039 -2.084 1.020
*
```

Entry 5:
One molecule with the formula C4H10N2. Source: the Open Molecules 2025 dataset; level of theory: the ωB97M-V functional and the def2-TZVPD basis.

E_HOMO = -8.0145 eV
SMILES = C=C(N)CCN
Gap between HOMO and LUMO = 9.0 eV

Structure (ORCA input):
```
! wB97M-V def2-TZVPD RIJCOSX def2/J DEFGRID3
* xyz 0 1
N 0.083 -2.024 0.486
N 0.678 1.893 -0.140
C -1.113 1.106 1.188
C -0.573 -0.086 -0.906
C 0.460 -1.207 -0.697
C -0.362 1.024 0.085
H 0.289 -1.435 1.295
H 0.854 -2.687 0.576
H 1.257 2.220 0.611
H 0.510 -1.889 -1.549
H -0.458 0.308 -1.921
H -1.538 -0.566 -0.770
H 1.455 -0.763 -0.584
H 1.197 1.848 -1.001
H -1.109 2.023 1.757
H -1.630 0.236 1.570
*
```

Entry 6:
C4H10N2 as an isolated structure. Source: the Open Molecules 2025 dataset; level of theory: the ωB97M-V functional and the def2-TZVPD basis.

E_HOMO (alpha / beta) = -3.7779 / -8.7714 eV
Gap between HOMO and LUMO (alpha / beta) = 5.0 / 7.6 eV

Structure (ORCA input):
```
! wB97M-V def2-TZVPD RIJCOSX def2/J DEFGRID3
* xyz 0 3
N -1.479 0.532 0.363
N -1.070 -0.634 1.099
C -0.120 0.809 -0.250
C 0.589 2.064 0.219
C 0.209 -0.966 0.440
C 0.095 -1.899 -0.766
H -0.196 0.599 -1.269
H -1.723 -1.443 0.946
H -0.750 -1.586 -1.306
H 1.315 2.440 -0.465
H 1.095 1.755 1.189
H 0.906 -1.727 -1.631
H 1.099 -1.015 0.925
H -2.115 1.176 0.816
H -0.182 2.833 0.389
H 0.134 -2.903 -0.473
*
```

Results for relative energy (zero: lowest compared OMol25 entry of this formula, charge and spin): 1.070; 2.950; 2.882; 3.185; 1.028; 2.200 (in eV, following the order of the records).